1.
Entry from the Open Molecules 2025 dataset: C3H7N3OS in the gas phase (ωB97M-V with the def2-TZVPD basis set).

The geometry in XYZ format:
```
15
Properties=species:S:1:pos:R:3:lowdin_spin:R:1
C 0.192 0.627 3.117 0.6110
C -0.177 -0.709 -1.159 0.0032
C 0.329 -0.905 -2.521 0.0009
N -0.452 -1.757 -0.525 0.0209
N -0.350 0.113 2.109 0.8659
N -0.033 0.555 -0.596 0.0376
O -0.662 2.416 1.031 0.1253
S -1.080 1.124 0.659 0.1559
H 0.534 0.088 3.958 0.0776
H 0.309 1.778 3.154 0.0952
H 1.388 -0.789 -2.551 0.0000
H -0.066 -0.228 -3.338 0.0001
H 0.164 -1.974 -2.852 0.0004
H -0.828 -1.586 0.445 0.0045
H 0.732 1.249 -0.931 0.0014
```

Output
**Relative energy (zero: lowest compared OMol25 entry of this formula, charge and spin)**: 10.1 kcal per mole
**Multiplicity**: 3
**Highest occupied orbital energy (spin up / spin down)**: -0.199 / -0.367 Eh
**Expectation value of S²**: 2.008

2.
Entry from the Open Molecules 2025 dataset: a molecular structure, C20H28CoF6N2S2Si2Te (ωB97M-V with the def2-TZVPD basis set).

The geometry in XYZ format:
```
62
Properties=species:S:1:pos:R:3:lowdin_spin:R:1
Co -0.009 0.000 -0.079 2.6434
F 3.330 -4.994 0.759 0.0004
C 2.688 -4.437 -0.291 0.0016
F 1.440 -4.894 -0.287 0.0040
F 3.291 -4.891 -1.401 0.0005
C 2.804 -2.934 -0.219 0.0063
C 4.095 -2.427 -0.237 -0.0027
C 4.326 -1.062 -0.186 0.0088
C 3.232 -0.227 -0.129 0.0024
N 1.984 -0.701 -0.110 0.0497
C 1.729 -2.035 -0.153 0.0130
S 0.010 -2.346 -0.129 0.1607
H 4.930 -3.118 -0.297 -0.0002
H 5.328 -0.658 -0.210 0.0008
H 3.334 0.853 -0.112 0.0000
F -3.339 5.010 0.718 0.0004
C -2.685 4.446 -0.321 0.0016
F -1.436 4.898 -0.302 0.0040
F -3.271 4.898 -1.441 0.0005
C -2.809 2.944 -0.244 0.0058
C -4.102 2.444 -0.255 -0.0026
C -4.340 1.080 -0.198 0.0082
C -3.250 0.239 -0.137 0.0025
N -2.000 0.707 -0.124 0.0487
C -1.738 2.040 -0.178 0.0127
S -0.018 2.343 -0.164 0.1564
H -4.934 3.138 -0.316 -0.0002
H -5.345 0.681 -0.217 0.0008
H -3.359 -0.840 -0.112 0.0000
C -1.355 3.757 3.249 0.0011
Si -1.003 2.587 4.643 0.0231
C 0.790 2.643 5.164 0.0048
C -2.147 2.849 6.087 0.0056
C -1.392 0.795 4.033 0.0875
Te -0.023 -0.012 2.660 0.5978
C 1.376 -0.808 4.008 0.0863
Si 1.009 -2.596 4.645 0.0225
C 1.327 -3.780 3.255 0.0010
C -0.769 -2.655 5.215 0.0046
C 2.193 -2.840 6.059 0.0053
H -1.169 4.789 3.571 0.0001
H -2.405 3.698 2.942 0.0001
H -0.730 3.568 2.373 0.0009
H 1.032 3.643 5.537 -0.0001
H 1.474 2.442 4.332 0.0040
H 1.007 1.937 5.973 0.0005
H -2.010 3.857 6.497 0.0012
H -1.956 2.133 6.892 0.0001
H -3.195 2.755 5.787 0.0001
H -2.371 0.769 3.542 0.0035
H -1.408 0.098 4.874 0.0063
H 1.408 -0.104 4.843 0.0065
H 2.343 -0.782 3.495 0.0035
H 0.686 -3.598 2.389 0.0008
H 1.145 -4.808 3.591 0.0001
H 2.370 -3.728 2.925 0.0001
H -1.476 -2.465 4.401 0.0039
H -0.967 -1.944 6.025 0.0005
H -0.995 -3.654 5.604 -0.0001
H 3.232 -2.746 5.728 0.0001
H 2.071 -3.844 6.482 0.0011
H 2.023 -2.117 6.862 0.0001
```

Output
**Relative energy (zero: lowest compared OMol25 entry of this formula, charge and spin)**: 9.1 kcal per mole
**Multiplicity**: 5
**Highest occupied orbital energy (spin up / spin down)**: -0.413 / -0.406 Eh
**Charge**: +1
**Expectation value of S²**: 6.016

3.
Entry from the Open Molecules 2025 dataset: 12 unconnected molecules or ions with the total composition C5H33NO12 (ωB97M-V with the def2-TZVPD basis set).

The geometry in XYZ format:
```
51
Properties=species:S:1:pos:R:3:nbo_charge:R:1
C 0.877 -3.250 -1.053 -0.6455
C 0.014 -2.209 -0.449 -0.2609
N -0.797 -1.512 -1.340 -0.6428
C -1.267 -0.189 -1.104 0.6658
O -1.532 0.560 -2.067 -0.6139
C -1.626 0.230 0.255 -0.5472
C -2.984 1.122 0.104 -0.5908
H 0.581 -3.201 -2.132 0.2109
H 0.602 -4.481 -0.980 0.2204
H 2.008 -3.307 -0.955 0.2415
H 0.553 -1.623 0.358 0.1979
H -0.695 -2.768 0.229 0.1941
H -0.864 -1.786 -2.247 0.4006
H -0.855 0.818 0.799 0.3115
H -1.917 -0.713 1.088 0.1856
H -3.248 1.562 1.000 0.2069
H -2.719 1.905 -0.692 0.2339
H -3.822 0.568 -0.358 0.2023
O -2.864 -3.088 0.019 -0.9613
H -3.807 -3.021 -0.131 0.4895
H -2.511 -2.181 -0.029 0.4945
O -1.446 -3.013 2.327 -0.9867
H -0.742 -3.659 2.059 0.4862
H -2.186 -3.124 1.694 0.5173
O 0.265 0.850 2.424 -1.0078
H 0.307 0.016 2.942 0.5023
H 0.173 1.550 2.985 0.4998
O -0.346 3.488 2.774 -0.9758
H -0.601 3.299 1.829 0.5011
H 0.457 3.973 2.728 0.4819
O 0.434 -1.607 3.486 -0.9699
H -0.339 -2.003 3.045 0.5028
H 0.138 -1.578 4.386 0.4775
O 2.499 0.494 0.982 -0.9641
H 1.729 0.718 1.458 0.4921
H 2.290 -0.551 1.049 0.4718
O 3.514 -1.447 -2.493 -0.9787
H 2.991 -0.554 -2.561 0.4959
H 2.815 -2.131 -2.525 0.4607
O -1.061 3.580 -2.962 -0.9478
H -1.862 3.565 -2.488 0.4612
H -0.588 2.799 -2.803 0.4870
O 1.486 3.161 -2.178 -0.9834
H 1.898 3.856 -2.683 0.4770
H 1.995 2.316 -2.481 0.5156
O 2.960 1.066 -1.606 -0.9987
H 2.517 0.770 -0.791 0.5154
H 3.925 0.983 -1.450 0.4976
O 1.036 3.442 0.367 -1.0147
H 1.173 3.632 -0.564 0.5177
H 1.441 2.672 0.732 0.4737
```

Output
**Relative energy (zero: lowest compared OMol25 entry of this formula, charge and spin)**: 108.4 kcal per mole
**SMILES**: CCNC(=O)CC.O.O.O.O.O.O.O.O.O.O.O
**Highest occupied orbital energy**: -0.358 Eh

4.
Entry from the Open Molecules 2025 dataset: C3H2O3 in the gas phase (ωB97M-V with the def2-TZVPD basis set).

The geometry in XYZ format:
```
8
Properties=species:S:1:pos:R:3:nbo_charge:R:1
O -1.783 -0.402 0.878 -0.4495
C -0.906 0.421 0.879 0.3481
C 0.100 0.486 -0.267 0.3780
O 0.306 1.523 -0.851 -0.4477
C 0.838 -0.789 -0.675 0.3400
O 0.909 -1.746 0.051 -0.4442
H -0.814 1.220 1.640 0.1366
H 1.349 -0.712 -1.654 0.1387
```

Output
**Relative energy (zero: lowest compared OMol25 entry of this formula, charge and spin)**: 35.2 kcal per mole
**SMILES**: O=CC(=O)C=O
**Highest occupied orbital energy**: -0.370 Eh